Record 1
ORCA calculation (ωB97M-V/def2-TZVPD) on 6 unconnected molecules or ions with the total composition C5H21NO7 at a distorted geometry.

```
34
Properties=species:S:1:pos:R:3
O -1.75545 3.01616 2.94456
O 4.10577 0.30589 -0.73893
O -0.92025 1.87978 0.34752
O 1.43664 -1.44738 -4.31583
O -1.06211 -1.39816 3.96381
O -1.57449 0.34973 2.27821
O -2.83231 -2.76043 2.07924
N 1.27867 -0.04649 -0.38167
C 1.70957 -0.49205 -3.39506
C 0.44754 0.12281 -2.76729
C 0.64592 -1.34955 -0.09782
C -0.92164 1.17830 -0.88415
C 0.45333 0.74572 -1.33670
H -1.44377 1.80502 -1.60805
H -0.73354 1.19526 1.05736
H 1.11857 0.55032 0.43412
H 3.69801 -0.08942 -1.52073
H 1.35759 -1.85114 0.56717
H -2.69415 -2.14824 1.35130
H -1.57090 0.28159 -0.78758
H -0.31878 -1.31977 0.41223
H 0.54407 -1.92475 -1.01771
H -1.74903 3.26726 2.01232
H 2.35629 -0.80686 -2.54107
H -1.28420 -0.51896 3.33857
H 3.72511 -0.16446 0.00372
H -2.51493 0.15931 2.19157
H 1.01450 1.68853 -1.45736
H -0.39536 -0.57970 -2.80074
H -1.64297 2.03746 2.83073
H 2.32073 0.31911 -3.88828
H 0.10956 0.97804 -3.37358
H -2.45146 -2.31949 2.86075
H -0.41535 -1.80610 3.37515
```

Results
**Molar mass**: 207.223 g/mol
**HOMO energy**: -0.383 eV
**Total charge**: -2

Record 2
ORCA calculation (ωB97M-V/def2-TZVPD) on 6 unconnected molecules or ions with the total composition C5H21NO7 at a distorted geometry.

```
34
Properties=species:S:1:pos:R:3
O 2.00733 -0.32568 2.21248
O 0.86713 3.61788 -0.63129
O 0.51028 2.26488 1.77757
O -1.59906 -0.59058 2.57631
O 2.94560 1.30615 -2.83553
O 1.74942 1.14847 -0.33798
O 0.86839 -3.09321 0.01011
N -1.52886 -1.39728 -1.24940
C -0.93153 -1.34318 0.16847
C -2.04265 -1.19610 1.36613
C -0.34331 -1.69076 -2.20200
C 0.05186 -2.46383 0.62229
C -3.10967 -0.27915 0.77008
H -3.86318 -0.80005 0.14902
H 0.99075 0.44783 -0.30264
H 3.45834 0.70087 -3.39901
H 0.28520 -0.74158 -2.12151
H 1.58549 0.50538 2.45394
H -3.69658 0.35580 1.41790
H 0.32616 -2.52830 -1.86327
H 0.42864 2.48556 0.83029
H 0.32918 3.04115 2.25645
H -0.62117 -1.66732 -3.29316
H 0.98125 2.78388 -0.92707
H -2.46481 -2.17993 1.74865
H 2.18483 0.68851 -1.03816
H -1.01518 0.16994 2.37353
H 1.68169 4.07469 -0.70920
H 2.54245 -0.61499 2.82028
H -2.30209 -2.00520 -1.16087
H -2.61047 0.45841 0.07984
H -0.32739 -0.43638 0.13137
H 2.89177 2.11419 -3.32502
H -0.22981 -2.81009 1.63139
```

Results
**Multiplicity**: 2
**Molar mass**: 207.223 g/mol
**HOMO energy (alpha / beta)**: -13.933 / -13.933 eV
**Total charge**: +1

Record 3
ORCA calculation (ωB97M-V/def2-TZVPD) on a molecular structure, C5H22AlN10O7 at a distorted geometry.

```
45
Properties=species:S:1:pos:R:3
Al -3.88903 19.05658 13.90325
O -2.39093 16.67296 12.88929
O -2.13371 19.73052 11.62743
O -3.04262 21.91946 14.15901
O -0.99315 19.21930 14.39239
O -3.33785 16.67753 15.53768
O -6.32358 20.43449 14.37364
O -4.85008 20.76595 11.64833
N -1.83932 16.31473 17.14535
N -4.86468 22.78013 10.64191
N -5.84660 22.50453 12.50921
N -2.90244 14.60575 16.25493
N -0.23694 17.08297 12.91374
N -3.27702 24.11057 14.63259
N -1.31296 21.32448 10.29196
N -1.29899 23.23885 14.54295
N -0.19407 20.90522 12.04012
N -0.78730 15.19452 12.24617
C -2.75636 15.94773 16.27735
C -2.57526 23.02690 14.44848
C -1.23931 16.35416 12.61276
C -5.15296 21.94804 11.59160
C -1.27785 20.57064 11.34508
H -6.06055 23.49157 12.49994
H 0.68154 16.72845 13.13914
H -4.24319 23.91466 14.41296
H -5.38143 23.64367 10.55608
H -0.14945 18.72746 14.42059
H -1.61684 17.29914 17.18455
H -1.40533 14.39647 12.28177
H -0.60676 22.53644 14.32490
H -2.81962 25.01014 14.59184
H 0.18724 14.95383 12.13467
H -1.04758 15.73642 17.38785
H -5.90498 21.90185 13.31758
H -3.23694 14.20919 15.38835
H -0.99569 24.12480 14.92136
H -2.06021 21.26786 9.61483
H -0.50135 21.84782 9.99616
H -0.49577 17.93446 13.39131
H -0.12422 20.33820 12.87300
H -2.22276 14.17064 16.86222
H -7.15373 20.38550 13.86084
H 0.37997 21.67499 11.72703
H -4.45889 22.36479 9.81551
```

Results
**Molar mass**: 361.276 g/mol
**HOMO energy**: -11.910 eV
**Total charge**: +1

Record 4
ORCA calculation (ωB97M-V/def2-TZVPD) on 6 unconnected molecules or ions with the total composition C5H22N10O6 at a distorted geometry.

```
43
Properties=species:S:1:pos:R:3
O 7.37484 -21.96599 3.26741
O 10.45278 -16.18727 7.59575
O 11.43266 -17.71004 -2.36724
O 11.10125 -13.24766 1.22866
O 10.00476 -17.12118 1.75654
O 6.88119 -18.49372 -0.18806
N 9.53872 -18.12928 -1.09944
N 7.15331 -16.55823 1.02755
N 11.80299 -15.33601 0.58252
N 5.09852 -17.21835 0.28505
N 12.50701 -16.46694 6.65399
N 12.07024 -14.57674 2.73595
N 10.68054 -16.01933 5.37736
N 8.24954 -19.96094 3.77609
N 9.48358 -21.51420 2.60307
N 9.88006 -16.09885 -2.04268
C 11.19090 -16.21963 6.59259
C 8.33297 -21.18571 3.21083
C 6.43125 -17.47232 0.33109
C 11.67599 -14.30826 1.45378
C 10.35640 -17.36428 -1.90400
H 8.94641 -19.29588 3.47757
H 9.83630 -19.08453 -0.99008
H 12.60232 -15.41664 2.87899
H 4.57032 -16.48652 0.71978
H 9.80970 -22.46170 2.68118
H 7.34767 -19.61790 4.05172
H 8.98164 -15.84623 -1.67112
H 11.04414 -16.39888 4.52175
H 9.80198 -15.53820 5.30098
H 4.57947 -17.96029 -0.15535
H 11.43048 -15.21456 -0.34175
H 11.82816 -13.88528 3.42147
H 6.61722 -15.82533 1.44939
H 13.08663 -16.41449 7.46980
H 8.58711 -17.87001 -0.87057
H 10.14967 -17.51760 0.88180
H 8.12914 -16.75411 1.20737
H 12.32555 -16.14408 0.86702
H 13.00907 -16.50531 5.78441
H 10.49154 -15.36929 -2.36252
H 10.61229 -16.35937 1.78545
H 10.21641 -20.85835 2.39444
```

Results
**Molar mass**: 318.295 g/mol
**SMILES**: NC(N)=O.NC(N)=O.NC(N)=O.NC(N)=O.NC(N)=O.O
**HOMO energy**: -9.598 eV

Record 5
ORCA calculation (ωB97M-V/def2-TZVPD) on 7 unconnected molecules or ions with the total composition C5H22NO8 at a distorted geometry.

```
36
Properties=species:S:1:pos:R:3
O -0.24346 -3.02677 1.21420
O -1.32339 0.98383 -3.41506
O -2.18328 -0.40753 -1.16731
O 2.59093 -2.78765 1.13902
O -0.79549 -0.58421 0.63234
O -1.91034 -0.03575 3.21031
O 3.21779 2.02309 2.27712
O -1.85545 -3.14909 -0.84557
N 2.16687 1.59699 -0.99477
C 1.78255 0.25187 -1.44871
C 0.02859 2.15444 0.26948
C -1.34941 1.59956 -0.09418
C 0.97955 2.49094 -0.91010
C -1.41079 0.02783 -0.27845
H 0.85780 -0.13175 -1.04983
H 1.71511 -2.89883 1.53266
H 1.76973 0.17321 -2.54153
H 0.47619 2.60484 -1.87322
H -1.65950 0.31918 -2.76697
H -2.09637 -2.19412 -0.96585
H 0.56696 1.45157 0.90154
H -0.47210 -3.39755 0.35321
H -0.39703 -2.06703 1.03812
H -1.75150 1.98192 -1.02192
H 3.20581 1.26611 2.86046
H -1.78369 1.79552 -3.19086
H -1.58397 -0.91999 3.38733
H 2.82901 1.77613 1.43196
H 2.64602 -0.36867 -1.20471
H 2.46203 -2.12025 0.45942
H -2.00199 1.66913 0.76963
H -0.16461 3.09473 0.78214
H -2.48468 -3.40628 -0.16099
H -1.50988 0.25225 2.38371
H 1.40638 3.45816 -0.63006
H 2.68257 2.01839 -1.74395
```

Results
**Molar mass**: 224.230 g/mol
**HOMO energy**: -6.272 eV
**Total charge**: -1

Record 6
ORCA calculation (ωB97M-V/def2-TZVPD) on 6 unconnected molecules or ions with the total composition C5H23N2O5 at a distorted geometry.

```
35
Properties=species:S:1:pos:R:3
O 1.08735 4.36356 -0.46992
O -1.23250 -1.80617 0.94513
O -1.16707 -1.15229 3.71645
O 0.65543 -3.45529 -0.66086
O -2.66210 0.73912 2.22374
N -2.65697 0.03940 -1.19928
N -0.44494 0.79448 0.47660
C -1.42966 0.33995 -1.69651
C 2.07737 -0.12043 -0.69390
C 3.40035 -0.19813 -1.45127
C 1.02967 0.69802 -1.50614
C -0.37305 0.73470 -0.98313
H -0.03809 -3.82028 -1.22568
H -0.42009 -2.23307 0.62904
H 3.89422 0.76611 -1.56878
H 4.01648 -0.94539 -0.96635
H 0.44131 4.95432 -0.88876
H -2.83306 0.03114 -0.21072
H 2.21576 0.38198 0.26851
H 3.17140 -0.52338 -2.46361
H 1.07483 -4.22199 -0.25485
H 1.46231 1.70457 -1.42402
H 1.70694 -1.12634 -0.49737
H -2.80139 0.02971 2.86570
H -0.64021 -0.62819 4.33091
H -3.53532 1.07600 1.99281
H -1.34597 1.14496 0.84078
H 1.90476 4.67428 -0.88463
H 0.23696 1.45226 0.86480
H -3.45555 -0.20351 -1.75668
H -0.45316 -0.13926 0.93245
H -1.35543 0.28962 -2.76937
H -1.34740 -1.91320 1.89666
H 1.09329 0.30248 -2.51371
H -1.27649 -2.02976 4.10196
```

Results
**Molar mass**: 191.248 g/mol
**HOMO energy**: -11.234 eV
**Total charge**: +1

Relative energy (zero: lowest compared OMol25 entry of this formula, charge and spin), respectively: 0.000, 1.567, 5.311, 1.462, 1.958, 0.799 eV.